{"formula": "C59H56ErFN4O6P", "method": "ωB97M-V/def2-TZVPD", "elements": ["Er", "C", "C", "C", "C", "C", "C", "P", "C", "C", "C", "C", "C", "C", "C", "C", "C", "C", "C", "C", "H", "H", "H", "H", "H", "H", "H", "H", "H", "H", "H", "H", "H", "H", "C", "C", "C", "C", "C", "C", "C", "C", "C", "C", "C", "C", "N", "C", "C", "C", "C", "C", "C", "F", "H", "H", "H", "H", "H", "H", "H", "H", "H", "H", "H", "H", "H", "H", "H", "H", "H", "H", "H", "H", "H", "N", "C", "C", "C", "C", "C", "C", "C", "C", "C", "C", "C", "C", "N", "C", "C", "C", "C", "N", "H", "H", "H", "H", "H", "H", "H", "H", "H", "H", "O", "H", "H", "O", "H", "H", "O", "H", "H", "O", "C", "C", "C", "C", "C", "C", "C", "O", "O", "H", "H", "H", "H", "H"], "coordinates": [[0.86294, 0.24740, 0.05642], [-8.38721, 1.88440, 1.06337], [-7.61167, 2.93650, 1.55739], [-6.21215, 2.93978, 1.52943], [-5.57677, 1.86066, 0.92791], [-6.35869, 0.79641, 0.42793], [-7.74922, 0.74518, 0.59964], [-3.79242, 1.77532, 0.63248], [-3.10485, 3.08550, 1.76520], [-3.45756, 3.09790, 3.12711], [-2.85850, 3.98901, 4.01989], [-1.87752, 4.85156, 3.56610], [-1.54512, 4.88202, 2.21992], [-2.16025, 4.04879, 1.31004], [-3.55531, 2.31136, -1.09537], [-4.05755, 3.52967, -1.47380], [-3.74809, 4.09690, -2.72800], [-3.08634, 3.32637, -3.69838], [-2.69970, 2.08388, -3.40354], [-2.60694, 1.52946, -2.04371], [-9.44200, 1.99778, 1.02566], [-8.06008, 3.78725, 2.02883], [-5.66301, 3.83546, 1.87642], [-5.87062, -0.01934, -0.07089], [-8.26429, -0.13075, 0.25360], [-4.19174, 2.39289, 3.49620], [-3.04118, 3.90608, 5.07535], [-1.29480, 5.50430, 4.21465], [-0.79898, 5.57799, 1.81543], [-1.83123, 3.99755, 0.26686], [-4.73120, 4.07599, -0.78588], [-4.08234, 5.09478, -3.00273], [-2.93293, 3.69182, -4.70309], [-2.32653, 1.42934, -4.20805], [4.49659, -3.53288, -0.19013], [3.16619, -2.87088, -0.66200], [3.39501, -2.50026, -2.15166], [1.89518, -3.70624, -0.47821], [1.87571, -4.99310, -1.00141], [0.81807, -5.88021, -0.85004], [-0.31178, -5.44940, -0.18182], [-0.33623, -4.22813, 0.50442], [-1.54508, -4.03801, 1.41155], [-2.86906, -3.97331, 0.62790], [-1.70042, -5.13062, 2.49271], [0.79281, -3.28947, 0.33675], [0.78369, -2.02793, 0.95340], [0.69652, -2.05034, 2.37269], [0.96487, -3.18751, 3.18775], [0.53656, -3.23042, 4.51794], [-0.01014, -2.09287, 5.11898], [-0.01382, -0.86850, 4.42590], [0.33203, -0.89220, 3.09020], [0.44810, 0.37071, 2.38590], [5.23876, -2.73926, 0.03809], [4.95385, -4.19978, -0.91894], [4.42384, -4.09186, 0.75013], [3.05335, -1.93062, -0.06897], [3.81143, -3.34577, -2.71386], [4.10101, -1.65427, -2.23901], [2.45827, -2.20903, -2.67997], [2.75454, -5.26315, -1.57576], [0.82902, -6.88163, -1.26047], [-1.19745, -6.07615, -0.07440], [-1.44434, -3.04580, 1.93965], [-3.32755, -4.94990, 0.44845], [-2.71687, -3.57313, -0.36482], [-3.59036, -3.32630, 1.15912], [-1.72351, -6.10845, 2.02658], [-2.60801, -4.99585, 3.10800], [-0.83678, -5.15077, 3.16038], [1.45796, -4.04012, 2.72016], [0.64248, -4.14380, 5.10427], [-0.41964, -2.09684, 6.13356], [-0.33570, 0.08332, 4.81465], [10.91456, 2.23506, -3.10427], [9.79825, 1.99736, -2.82700], [8.43670, 1.66546, -2.42730], [8.13186, 1.81976, -1.07188], [6.85198, 1.52484, -0.64116], [5.84117, 1.14779, -1.60354], [6.23920, 0.94967, -2.94390], [7.51497, 1.18225, -3.37854], [4.48931, 1.03316, -1.11125], [4.22881, 0.53358, 0.21659], [5.23094, -0.09505, 1.06153], [4.62780, -0.25279, 2.31472], [3.35877, 0.33209, 2.25421], [3.04152, 0.63686, 0.94852], [3.40593, 1.61156, -1.83227], [3.56635, 2.40542, -3.04740], [2.34153, 3.02803, -3.21454], [1.50024, 2.64982, -2.17724], [2.08285, 1.65121, -1.43147], [8.93343, 2.16264, -0.45119], [6.61393, 1.65640, 0.41525], [5.51092, 0.57540, -3.68358], [7.81292, 0.96965, -4.38823], [6.27067, -0.32860, 0.81253], [5.05778, -0.67430, 3.25546], [2.67938, 0.47227, 3.06707], [4.44110, 2.60219, -3.64577], [2.02357, 3.68060, -4.02753], [0.50090, 3.01929, -1.94202], [2.20235, 4.50454, 1.72336], [2.93967, 3.86200, 1.70070], [2.24773, 4.86350, 2.61945], [-1.37367, -0.26953, 0.66062], [-2.31304, 0.07358, 0.51497], [-1.43869, -1.11979, 1.18124], [0.44979, 2.49654, 0.93799], [-0.31287, 2.96467, 1.34464], [1.12578, 3.18963, 0.90199], [-1.22427, 1.71411, -1.60443], [-2.98024, -0.01753, -2.27545], [-4.37397, -0.22304, -2.40246], [-4.98764, -1.41630, -2.66241], [-4.20244, -2.51054, -2.93918], [-2.81930, -2.36115, -2.87055], [-2.15297, -1.14373, -2.59694], [-0.58537, -1.31432, -2.60192], [-0.17194, -2.27413, -3.23104], [0.16393, -0.50763, -1.90499], [-0.71655, 0.97035, -1.99874], [-4.99741, 0.64562, -2.15259], [-6.06842, -1.48613, -2.61314], [-4.55677, -3.48872, -3.18225], [-2.12627, -3.19208, -3.00471]], "forces_ev_per_a": [[-1.1, 0.0, -0.4], [1.0, 0.4, 0.5], [0.4, -0.1, 0.1], [-0.7, 0.1, -0.3], [-0.3, -0.1, -0.3], [-0.3, 0.3, 1.0], [1.3, 0.7, -0.7], [1.0, -0.2, -1.2], [-0.1, 0.6, -0.2], [0.3, 0.2, -0.4], [0.4, -0.5, -0.4], [0.5, 0.5, -0.1], [0.3, 0.5, -0.6], [-0.6, -1.6, 0.0], [0.8, -1.7, 0.9], [0.1, 1.5, -1.4], [-0.9, 1.0, 1.0], [-0.2, 0.1, 0.3], [0.8, -1.0, -1.4], [-1.0, -0.5, 0.6], [-0.8, -0.1, 0.2], [-0.6, 0.4, -0.1], [-0.3, -0.8, -0.1], [0.3, -0.3, 0.0], [-0.4, -0.1, -0.1], [0.0, -0.1, 0.0], [-0.3, 0.1, 0.3], [-0.4, -0.2, 0.2], [-0.2, -0.2, 0.4], [-0.4, 0.2, 0.2], [0.5, -0.2, -0.4], [-0.2, -0.1, 0.2], [-0.2, 0.1, -0.2], [0.0, 0.3, 0.4], [0.1, 0.5, 0.9], [0.3, 0.4, -0.3], [-0.7, 0.6, -0.3], [-0.5, 0.0, 1.1], [0.2, -0.1, -0.3], [-0.1, 0.3, -0.4], [0.1, 0.6, 0.9], [1.3, 0.3, -0.5], [-0.4, 1.2, 0.5], [-0.2, 0.3, -0.1], [0.5, 0.3, 0.2], [-0.7, -1.6, -0.2], [0.2, 0.8, 2.2], [0.5, -0.1, -1.8], [-0.4, 0.3, 0.2], [0.2, 0.5, -0.2], [-0.1, 0.6, 0.3], [0.0, -0.5, -1.0], [0.6, 0.5, -0.1], [-0.3, -1.6, 1.2], [-0.4, -0.3, -0.4], [-0.2, 0.0, -0.2], [-0.3, 0.0, -0.1], [0.0, -0.7, -0.4], [0.0, 0.1, 0.2], [-0.1, -0.3, 0.1], [0.5, -0.1, 0.5], [0.0, -0.3, 0.0], [0.2, 0.1, -0.2], [0.3, -0.1, -0.1], [-0.1, -1.0, -0.4], [0.1, -0.1, 0.3], [0.0, 0.4, -0.2], [0.2, -0.4, -0.2], [-0.3, -0.2, -0.2], [0.3, 0.1, -0.4], [-0.1, 0.1, 0.0], [-0.3, 0.1, 0.1], [0.0, 0.2, -0.2], [0.3, -0.2, -0.3], [-0.1, 0.0, 0.4], [-2.7, -0.5, 0.6], [2.2, 0.2, -0.6], [0.7, 0.0, -0.7], [-0.4, -0.4, -1.1], [-0.6, 0.3, -1.0], [2.4, 0.3, 0.8], [-1.5, -0.5, 0.0], [0.9, 0.5, 1.3], [-3.6, 0.1, 0.7], [1.4, -1.3, 0.7], [-1.0, 0.3, 0.1], [0.9, 0.2, 1.0], [0.3, -1.0, -2.2], [0.8, 0.9, 1.1], [1.6, -0.5, -1.3], [-1.1, 0.4, 0.9], [0.7, 0.7, -1.2], [0.2, -2.2, 1.2], [-0.3, 2.2, -0.1], [0.0, 0.1, 0.6], [-0.1, 0.1, -0.6], [0.3, 0.2, 0.7], [0.1, 0.1, -0.2], [-0.7, -0.1, 0.1], [-0.2, 0.5, -1.1], [-0.4, -0.1, 0.1], [0.0, -0.2, 0.2], [0.3, 0.0, 0.3], [0.2, -0.4, -0.3], [0.8, -0.3, 0.2], [-0.4, 0.4, -0.1], [-0.2, -0.1, -0.2], [-1.2, -1.0, 0.6], [1.0, -0.1, 0.3], [0.1, 1.2, -1.0], [-0.4, 0.3, 0.1], [0.3, -0.7, -0.3], [0.0, -0.1, 0.0], [0.1, -0.7, 0.5], [0.1, 0.0, -0.1], [0.3, 1.5, 1.2], [-0.4, -0.3, -0.2], [1.5, -0.2, 0.2], [0.6, 0.4, -0.1], [-0.3, 0.5, 0.7], [-1.0, -0.5, 0.1], [0.4, 0.5, 0.1], [0.0, -0.2, -0.1], [-0.1, 0.3, 0.0], [0.3, -0.3, -0.3], [0.0, 0.0, -0.2], [-0.5, -0.4, 0.0], [-0.5, 0.0, -0.2]], "mulliken_spin": [3.004, 0.000, 0.000, -0.002, 0.000, 0.001, 0.000, -0.001, 0.000, -0.001, 0.000, 0.000, 0.000, 0.000, 0.006, 0.000, 0.000, 0.000, 0.000, -0.015, 0.000, 0.000, 0.000, 0.000, 0.000, 0.000, 0.000, 0.000, 0.000, 0.001, 0.000, 0.000, 0.000, 0.001, -0.001, 0.002, 0.002, 0.002, 0.002, -0.002, 0.000, 0.000, 0.000, 0.000, 0.000, -0.005, 0.001, -0.001, 0.002, 0.000, 0.001, -0.001, -0.006, -0.001, 0.001, 0.000, 0.000, 0.005, 0.000, -0.002, 0.000, 0.000, 0.000, 0.000, 0.000, 0.000, 0.000, 0.000, 0.000, 0.000, 0.000, 0.000, 0.000, 0.000, 0.000, 0.000, -0.002, 0.001, -0.002, 0.000, -0.018, -0.003, 0.003, 0.025, 0.008, 0.007, -0.001, -0.003, 0.000, -0.017, -0.009, 0.002, 0.001, -0.010, -0.001, -0.002, 0.001, 0.000, 0.002, 0.000, 0.002, 0.001, 0.000, 0.003, 0.000, 0.000, 0.000, 0.003, 0.002, -0.003, 0.001, 0.001, 0.000, 0.002, 0.000, 0.004, 0.000, 0.001, 0.005, -0.004, 0.003, 0.001, 0.003, 0.001, 0.000, 0.000, 0.000, 0.000], "energy_ha": -4408.7639, "multiplicity": 4, "mol_weight_g_mol": 1134.35, "s_squared": 3.752, "charge": -1}